# 1
20
Properties=species:S:1:pos:R:3 method="wB97M-V/def2-TZVPD" orbital_gap_ev=10.2 max_force_ev_per_a=5.37 e_above_lowest_kj_mol=185.72
H 1.67 -1.27 1.24
C 0.19 1.57 0.82
H 0.60 0.86 -2.47
N -2.52 -0.10 1.72
C 0.69 -1.46 0.99
Cl -4.35 -1.47 -0.40
H 0.35 1.32 1.79
H -0.84 1.92 0.81
P -2.96 -0.05 0.28
H 1.94 0.30 -1.86
H 1.05 -0.82 -2.56
H 0.67 -2.57 0.62
N -1.71 -0.37 -0.75
H -3.15 0.31 2.42
C 0.94 0.11 -1.90
Cl -3.88 1.70 -0.27
H -1.93 0.24 -1.86
H 1.00 2.05 0.28
Si 0.07 -0.11 -0.21
H -0.03 -1.47 1.91

=====

# 2
17
Properties=species:S:1:pos:R:3 method="wB97M-V/def2-TZVPD" orbital_gap_ev=10.5 max_force_ev_per_a=3.66 e_above_lowest_kj_mol=32.60 smiles=C[SiH](C)[Si@@H](C)Cl
H 2.30 1.20 -0.34
H -1.21 1.30 -0.85
H 1.11 -2.92 0.53
H -0.33 -0.10 1.89
Si 0.73 -1.26 -1.39
H 0.42 -3.95 -0.65
H -0.56 -3.00 0.33
Si 0.90 0.64 -0.06
H 0.80 1.25 2.21
C 0.35 -2.99 -0.20
H -0.01 2.43 -1.45
C -0.36 1.93 -0.57
C 0.63 0.31 1.72
H 2.00 -1.81 -1.70
H -0.73 2.69 0.02
H 1.44 -0.34 2.08
Cl -0.54 -1.07 -3.02